1:
{"formula": "C3H8N2", "method": "wB97M-V/def2-TZVPD", "elements": ["H", "N", "C", "N", "H", "H", "H", "C", "C", "H", "H", "H", "H"], "xyz": [[-0.87, 1.45, -0.18], [0.00, 1.02, 0.12], [0.74, 1.49, -0.84], [2.07, 1.12, -1.08], [0.37, 2.46, -1.21], [2.44, 0.17, -0.92], [2.34, 1.57, -2.00], [-1.51, -1.31, 1.40], [-1.32, -2.39, 0.66], [-1.96, -1.40, 2.33], [-1.49, -0.35, 0.99], [-1.83, -3.33, 0.75], [-0.93, -2.30, -0.35]], "nbo_charge": [0.3270, -0.6962, 0.2541, -0.8294, 0.1563, 0.4092, 0.3826, -0.3483, -0.4012, 0.1731, 0.2081, 0.1897, 0.1749], "charge": 0, "homo_lumo_gap_ha": 0.370, "spin_multiplicity": 1, "homo_energy_ev": -9.228, "smiles": "[H]/N=C/N.C=C"}


2:
{"formula": "C3H8N2", "method": "wB97M-V/def2-TZVPD", "elements": ["H", "N", "C", "N", "H", "H", "H", "C", "C", "H", "H", "H", "H"], "xyz": [[-1.43, 2.00, 1.68], [-1.12, 1.45, 0.88], [0.06, 1.84, 0.56], [0.91, 1.02, -0.11], [0.45, 2.85, 0.71], [0.70, 0.08, -0.40], [1.70, 1.44, -0.57], [0.43, -2.00, -1.11], [-0.42, -2.38, -0.17], [0.05, -1.40, -1.93], [1.47, -2.31, -1.14], [-1.38, -1.87, -0.17], [-0.23, -3.01, 0.69]], "nbo_charge": [0.3372, -0.7483, 0.2855, -0.8132, 0.1432, 0.4098, 0.3768, -0.4436, -0.3495, 0.2016, 0.1978, 0.2039, 0.1988], "charge": 0, "homo_lumo_gap_ha": 0.367, "spin_multiplicity": 1, "homo_energy_ev": -8.920, "smiles": "[H]/N=C/N.C=C"}


3:
{"formula": "C3H8N2", "method": "wB97M-V/def2-TZVPD", "elements": ["C", "N", "C", "H", "H", "H", "H", "H", "C", "N", "H", "H", "H"], "xyz": [[-4.32, -0.69, 1.15], [-4.59, -0.05, 0.10], [-3.51, 0.75, -0.50], [-3.36, -1.21, 1.29], [-4.90, -0.60, 2.07], [-3.50, 1.82, -0.29], [-2.58, 0.46, 0.03], [-3.33, 0.37, -1.50], [5.91, 0.22, -0.57], [5.65, -0.97, -0.17], [5.09, 0.93, -0.66], [6.89, 0.36, -1.00], [6.55, -1.39, 0.05]], "nbo_charge": [-0.0111, -0.4244, -0.4425, 0.1178, 0.1720, 0.2211, 0.1605, 0.2065, -0.0615, -0.5851, 0.1678, 0.1531, 0.3256], "charge": 0, "homo_lumo_gap_ha": 0.354, "spin_multiplicity": 1, "homo_energy_ev": -8.807, "smiles": "C=NC.C=N"}


Tell me which of them is the most stable. Sure, it is 2.


1:
{"formula": "C4H10NS2", "method": "wB97M-V/def2-TZVPD", "elements": ["C", "C", "C", "C", "N", "S", "S", "H", "H", "H", "H", "H", "H", "H", "H", "H", "H"], "xyz": [[3.79, -0.04, -0.86], [0.01, 0.70, -0.88], [-0.33, 0.42, 1.65], [0.04, -0.22, 0.29], [-0.94, -1.37, -0.03], [4.92, 0.25, 0.13], [1.61, -1.14, 0.40], [2.90, 0.14, -1.37], [-0.96, 1.16, -1.14], [1.01, 1.23, -0.77], [0.34, 0.21, -1.86], [0.49, 0.74, 2.26], [-0.91, -0.18, 2.23], [-0.67, 1.43, 1.39], [-1.91, -1.04, -0.31], [-0.54, -2.17, -0.80], [-1.15, -1.94, 0.90]], "nbo_charge": [-0.5027, -0.6981, -0.6553, -0.0319, -0.7651, 0.3305, 0.2084, 0.1946, 0.2559, 0.2721, 0.2460, 0.2687, 0.2236, 0.2468, 0.4555, 0.4917, 0.4593], "charge": 1, "homo_lumo_gap_ha": [0.226, 0.244], "spin_multiplicity": 3, "homo_energy_ev": [-10.138, -13.482], "s2": 2.0069}


2:
{"formula": "C4H10NS2", "method": "wB97M-V/def2-TZVPD", "elements": ["C", "C", "C", "C", "N", "S", "S", "H", "H", "H", "H", "H", "H", "H", "H", "H", "H"], "xyz": [[-0.10, 2.26, -0.02], [-1.61, 0.16, -0.35], [0.78, 0.43, 0.08], [-0.13, -1.86, -0.03], [-0.27, -0.47, -0.47], [-1.42, 1.83, -1.15], [2.09, 0.31, -1.10], [-0.40, 2.23, 0.93], [0.51, 3.11, -0.31], [-2.30, -0.47, -0.91], [-1.95, 0.37, 0.65], [1.12, 0.30, 1.10], [0.17, -2.53, -0.80], [0.75, -1.84, 0.61], [-0.92, -2.21, 0.52], [-0.12, -0.34, -1.46], [3.00, 1.14, -0.60]], "nbo_charge": [-0.6014, -0.3669, -0.2325, -0.4260, -0.4227, 0.3693, 0.1618, 0.1915, 0.2432, 0.2530, 0.2471, 0.2398, 0.2495, 0.2393, 0.2363, 0.4459, 0.1729], "charge": 1, "homo_lumo_gap_ha": [0.231, 0.249], "spin_multiplicity": 3, "homo_energy_ev": [-9.347, -13.563], "s2": 2.0095}


Tell me which of them is the most stable. Sure, it is 1.


1:
{"formula": "C5H11NOS", "method": "wB97M-V/def2-TZVPD", "elements": ["C", "C", "S", "C", "N", "C", "C", "O", "H", "H", "H", "H", "H", "H", "H", "H", "H", "H", "H"], "xyz": [[0.60, 1.16, 0.93], [1.81, 0.14, 0.69], [1.44, -1.63, 1.09], [-0.55, 1.21, -0.03], [-0.70, -0.11, -0.76], [-0.82, 0.01, -2.36], [-1.94, -0.75, -0.21], [-1.25, 2.16, -0.22], [1.02, 2.10, 1.23], [0.14, 0.87, 1.89], [2.65, 0.48, 1.26], [1.89, -0.01, -0.43], [1.03, -2.16, -0.06], [-0.26, 0.94, -2.75], [-0.51, -0.86, -2.78], [-1.95, 0.29, -2.45], [-2.77, -0.01, -0.35], [-1.96, -1.03, 0.76], [-2.13, -1.64, -0.76]], "nbo_charge": [-0.5617, -0.5807, -0.5974, 0.7344, -0.5391, -0.4972, -0.4936, -0.5700, 0.2217, 0.2396, 0.2155, 0.2298, 0.0674, 0.1976, 0.1904, 0.1772, 0.1601, 0.2060, 0.1999], "charge": -1, "homo_lumo_gap_ha": [0.072, 0.316], "spin_multiplicity": 2, "homo_energy_ev": [0.962, -5.286], "s2": 0.7518}


2:
{"formula": "C5H11NOS", "method": "wB97M-V/def2-TZVPD", "elements": ["O", "C", "N", "C", "C", "C", "S", "C", "H", "H", "H", "H", "H", "H", "H", "H", "H", "H", "H"], "xyz": [[-1.83, -2.33, -1.78], [-1.69, -1.30, -1.15], [-0.69, -1.17, -0.23], [-0.40, -0.12, 0.74], [0.80, 0.75, 0.32], [0.92, 1.18, -1.12], [0.34, 2.85, -1.60], [-0.08, -0.87, 2.06], [-2.36, -0.44, -1.31], [-0.12, -2.00, -0.27], [-1.36, 0.42, 0.86], [1.04, 1.45, 1.12], [1.61, 0.00, 0.47], [0.25, 0.48, -1.62], [1.95, 1.02, -1.52], [1.53, 3.29, -1.98], [0.59, -0.25, 2.64], [-1.00, -1.18, 2.54], [0.51, -1.77, 1.84]], "nbo_charge": [-0.6421, 0.5170, -0.6290, -0.0424, -0.5134, -0.7321, -0.4409, -0.6238, 0.1192, 0.3937, 0.1960, 0.2218, 0.1799, 0.2022, 0.1966, -0.0231, 0.2129, 0.2083, 0.1990], "charge": -1, "homo_lumo_gap_ha": [0.083, 0.305], "spin_multiplicity": 2, "homo_energy_ev": [0.938, -5.216], "s2": 0.7507}


Tell me which of them is the most stable. Sure, it is 2.


1:
{"formula": "C4H6Si", "method": "wB97M-V/def2-TZVPD", "elements": ["C", "C", "C", "C", "Si", "H", "H", "H", "H", "H", "H"], "xyz": [[-2.45, 0.77, 0.06], [-1.31, 0.35, -0.24], [-0.50, -0.87, -0.14], [0.83, -1.06, 0.07], [1.78, 0.60, -0.03], [-3.39, 0.69, 0.36], [-1.20, -1.68, -0.16], [1.06, -2.16, 0.07], [0.14, 1.20, -0.36], [2.13, 1.29, 1.16], [2.90, 0.88, -0.81]], "nbo_charge": [-0.1703, -0.1247, -0.2027, -0.6310, 0.8882, 0.2153, 0.2192, 0.2475, -0.0917, -0.1789, -0.1708], "charge": 0, "homo_lumo_gap_ha": [0.328, 0.328], "spin_multiplicity": 1, "homo_energy_ev": [-8.763, -8.763], "smiles": "C#C/C=C\\[SiH3]"}


2:
{"formula": "C4H6Si", "method": "wB97M-V/def2-TZVPD", "elements": ["C", "C", "Si", "C", "C", "H", "H", "H", "H", "H", "H"], "xyz": [[0.69, -0.88, 0.97], [1.37, 0.04, -0.30], [0.06, 0.94, -1.02], [-1.27, 0.15, 0.10], [-0.69, -0.78, 0.97], [1.31, -1.33, 1.71], [2.44, 0.01, -0.51], [0.31, 2.36, -0.99], [-0.38, 0.61, -2.37], [-2.40, 0.36, 0.09], [-1.42, -1.48, 1.37]], "nbo_charge": [-0.1287, -0.6781, 1.0643, -0.5202, -0.3045, 0.2116, 0.2196, -0.1543, -0.1592, 0.2215, 0.2279], "charge": 0, "homo_lumo_gap_ha": [0.279, 0.296], "spin_multiplicity": 1, "homo_energy_ev": [-8.082, -8.479], "smiles": "C1=C[SiH2]C=C1"}


Tell me which of them is the most stable. Sure, it is 2.


1:
{"formula": "C6H11NO", "method": "wB97M-V/def2-TZVPD", "elements": ["C", "N", "C", "C", "C", "C", "C", "O", "H", "H", "H", "H", "H", "H", "H", "H", "H", "H", "H"], "xyz": [[-1.06, -1.50, -1.09], [-0.31, -0.25, -0.69], [1.13, -0.34, -0.90], [1.83, 0.35, 0.25], [0.73, 0.81, 1.27], [-0.52, 0.27, 0.68], [-1.79, 1.13, 0.69], [-2.86, 0.94, 1.15], [-0.88, -2.42, -0.58], [-0.78, -1.51, -2.25], [-2.16, -1.21, -0.83], [1.23, 0.04, -2.03], [1.52, -1.46, -1.05], [2.02, 1.38, -0.16], [2.78, -0.20, 0.49], [0.81, 1.93, 1.40], [0.86, 0.58, 2.30], [-0.83, -0.60, 1.22], [-1.70, 2.07, 0.12]], "nbo_charge": [-0.4609, 0.0249, -0.2841, -0.4487, -0.4252, -0.2043, 0.4248, -0.4125, 0.2651, 0.2589, 0.2535, 0.2899, 0.2781, 0.2472, 0.2730, 0.2485, 0.2682, 0.2701, 0.1336], "charge": 1, "homo_lumo_gap_ha": [0.409, 0.237], "spin_multiplicity": 2, "homo_energy_ev": [-14.406, -14.352], "s2": 0.7549}


2:
{"formula": "C6H11NO", "method": "wB97M-V/def2-TZVPD", "elements": ["C", "C", "C", "N", "C", "C", "C", "H", "H", "H", "H", "H", "H", "H", "H", "H", "H", "H", "O"], "xyz": [[0.37, -1.96, -1.43], [0.37, -0.88, -0.42], [0.96, -1.01, 0.85], [0.31, -0.20, 1.78], [-0.65, 0.61, 1.05], [-0.66, 0.11, -0.23], [-1.43, 1.67, 1.77], [1.40, -1.94, -1.90], [0.31, -3.02, -0.92], [-0.38, -1.80, -2.19], [1.89, -1.42, 1.03], [0.76, 0.21, 2.70], [-1.46, 0.37, -0.88], [-0.90, 2.65, 1.73], [-2.46, 1.70, 1.44], [-1.54, 1.25, 2.77], [0.91, 1.15, -3.12], [1.03, 0.87, -1.73], [1.14, 1.65, -2.30]], "nbo_charge": [-0.6695, 0.0158, 0.2013, -0.5510, 0.3935, -0.2691, -0.6916, 0.2622, 0.2756, 0.2561, 0.2368, 0.4624, 0.2609, 0.2875, 0.2735, 0.2495, 0.4675, 0.4413, -0.9029], "charge": 1, "homo_lumo_gap_ha": [0.383, 0.261], "spin_multiplicity": 2, "homo_energy_ev": [-14.468, -14.519], "s2": 0.7632}


Tell me which of them is the most stable. Sure, it is 2.


1:
{"formula": "C16H18N2O3", "method": "wB97M-V/def2-TZVPD", "elements": ["O", "C", "C", "N", "C", "O", "C", "O", "C", "C", "C", "C", "C", "C", "N", "C", "C", "C", "C", "C", "C", "H", "H", "H", "H", "H", "H", "H", "H", "H", "H", "H", "H", "H", "H", "H", "H", "H", "H"], "xyz": [[0.65, 2.84, -0.59], [0.69, 1.73, -1.18], [-0.73, 1.40, -1.96], [-1.39, 0.37, -1.43], [-1.16, -1.02, -1.44], [-0.18, -1.34, -2.51], [-2.04, -1.81, -0.76], [-2.20, -3.22, -0.66], [-2.86, -0.61, -0.14], [-4.01, -0.87, 0.93], [-4.43, 0.32, 1.36], [-3.94, 1.69, 0.80], [-2.95, 1.63, -0.21], [-2.38, 0.50, -0.54], [1.57, 0.83, -1.01], [2.55, 0.65, -0.20], [3.43, -0.41, -0.27], [2.71, -1.82, 0.02], [1.70, -1.64, 0.83], [2.03, -0.60, 1.91], [2.07, 0.74, 1.41], [-1.26, 2.18, -2.06], [-0.23, 0.95, -3.03], [-4.27, -1.78, 0.98], [-5.22, 0.55, 2.04], [-4.40, 2.43, 1.24], [-2.55, 2.48, -0.41], [1.34, -0.17, -1.49], [2.97, 1.78, -0.32], [4.42, -0.13, 0.30], [3.85, -0.19, -1.22], [3.60, -2.59, 0.16], [2.31, -2.07, -1.00], [0.74, -1.42, 0.40], [1.56, -2.68, 1.53], [3.10, -1.02, 2.28], [1.41, -0.60, 2.89], [2.59, 1.66, 2.03], [0.91, 1.27, 1.34]], "nbo_charge": [-0.6571, 0.6724, -0.2437, -0.3614, 0.5037, -0.5824, 0.4005, -0.4311, -0.1045, -0.1088, -0.2266, -0.0779, -0.2196, 0.1030, -0.6250, -0.0581, -0.4411, -0.4405, -0.4130, -0.4430, -0.4099, 0.2110, 0.2429, 0.2150, 0.2099, 0.2000, 0.2156, 0.4301, 0.2191, 0.2362, 0.2288, 0.2397, 0.2305, 0.2033, 0.2230, 0.1908, 0.2275, 0.2397, 0.2012], "charge": 0, "homo_lumo_gap_ha": 0.212, "spin_multiplicity": 1, "homo_energy_ev": -8.755, "smiles": "O=C(CN1C(=O)C(=O)c2ccccc21)NC1CCCCC1"}


2:
{"formula": "C16H18N2O3", "method": "wB97M-V/def2-TZVPD", "elements": ["O", "C", "C", "N", "C", "O", "C", "C", "C", "C", "O", "N", "C", "C", "C", "C", "C", "C", "C", "C", "C", "H", "H", "H", "H", "H", "H", "H", "H", "H", "H", "H", "H", "H", "H", "H", "H", "H", "H"], "xyz": [[-0.65, 1.64, -1.66], [-0.37, 0.50, -2.00], [-1.05, -0.71, -1.36], [-1.73, -0.27, -0.17], [-1.76, -1.03, 0.95], [-1.44, -2.21, 0.95], [-2.26, -0.32, 2.15], [-2.53, 1.00, 2.39], [-2.94, 1.08, 3.73], [-2.87, -0.19, 4.22], [-2.47, -1.04, 3.27], [0.52, 0.20, -2.96], [1.31, 1.19, -3.65], [2.81, 0.99, -3.43], [3.26, 1.35, -2.01], [2.66, 0.47, -0.95], [1.88, 1.00, 0.06], [1.34, 0.19, 1.05], [1.59, -1.17, 1.05], [2.37, -1.71, 0.05], [2.91, -0.90, -0.94], [-1.77, -1.13, -2.08], [-0.33, -1.48, -1.09], [-1.84, 0.74, -0.12], [-2.45, 1.82, 1.70], [-3.23, 1.96, 4.27], [-3.09, -0.60, 5.18], [0.74, -0.77, -3.13], [0.98, 2.16, -3.27], [1.09, 1.13, -4.72], [3.07, -0.04, -3.66], [3.34, 1.63, -4.14], [3.00, 2.39, -1.80], [4.35, 1.26, -1.97], [1.67, 2.06, 0.07], [0.73, 0.63, 1.83], [1.17, -1.80, 1.81], [2.57, -2.78, 0.04], [3.54, -1.34, -1.70]], "nbo_charge": [-0.6518, 0.6922, -0.3246, -0.6057, 0.6382, -0.6121, 0.1525, -0.2648, -0.3241, 0.1160, -0.3604, -0.6067, -0.2295, -0.3924, -0.4410, 0.0669, -0.2372, -0.2145, -0.2229, -0.2023, -0.2659, 0.2152, 0.2459, 0.4213, 0.2276, 0.2313, 0.2059, 0.3978, 0.2320, 0.1954, 0.1934, 0.2152, 0.2099, 0.2178, 0.2159, 0.2170, 0.2301, 0.2140, 0.2043], "charge": 0, "homo_lumo_gap_ha": 0.355, "spin_multiplicity": 1, "homo_energy_ev": -8.858, "smiles": "O=C(CNC(=O)c1ccco1)NCCCc1ccccc1"}


Tell me which of them is the most stable. Sure, it is 2.